C4H10N2O | ωB97M-V with the def2-TZVPD basis set

Structure (XYZ):
```
17
Properties=species:S:1:pos:R:3:forces:R:3
C -0.8722 1.0345 -2.2102 -0.2503 -0.1619 -0.0951
N 0.1194 0.9660 -1.1623 0.0200 0.1488 1.0868
N -0.1435 -0.1504 -0.2827 -0.8114 1.6417 -1.4995
C 0.7733 -0.3152 0.8263 -0.5551 -2.5622 -0.7177
C 0.1965 -0.0205 2.1966 0.4283 -0.1811 -0.1365
C 0.7589 -1.8438 0.2647 1.9619 1.1060 2.2122
O 0.0817 -2.7449 0.6792 -0.4825 0.1189 -0.0951
H -0.6371 1.8800 -2.8540 -0.0005 0.0071 -0.0206
H -0.8166 0.1185 -2.7953 -0.0317 -0.0050 -0.0734
H -1.9089 1.1506 -1.8461 0.1722 -0.0381 -0.0231
H 0.0871 1.8337 -0.6084 -0.0299 -0.3618 -0.2048
H -1.1173 -0.2053 0.0289 0.1902 0.1457 -0.0519
H 1.7254 0.1503 0.5891 -0.0148 0.0505 0.0376
H 0.9630 -0.1907 2.9545 -0.0744 0.0553 0.0554
H -0.1540 1.0115 2.2824 0.0405 -0.0344 -0.0606
H -0.6304 -0.6974 2.4080 -0.0458 -0.0322 -0.0347
H 1.5746 -1.9769 -0.4709 -0.5167 0.1027 -0.3790
```
Positions in Å, forces in eV/Å.

HOMO-LUMO gap, eV: 9.33
Structure (SMILES): CNN[C@@H](C)C=O
Electronic energy, eV: -9335.51262
Energy above the lowest of the compared OMol25 structures with the same formula, charge and spin, eV: 3.475

=====

C4H10N2O | ωB97M-V with the def2-TZVPD basis set

Structure (XYZ):
```
17
Properties=species:S:1:pos:R:3:forces:R:3
C 0.3449 -1.8762 -2.1497 0.4484 -0.9181 -0.0572
N 0.2782 -1.1532 -0.9106 0.1323 0.5753 0.1412
C -0.8566 -0.2630 -0.7129 0.4872 -0.1882 0.2798
C -0.4424 1.1803 -0.3565 1.1035 -1.0754 -0.0244
N 0.6616 1.1973 0.6037 -0.3904 -0.1106 0.4154
C 0.5105 0.6521 1.8408 -0.4021 0.0645 -0.0588
O -0.5798 0.5034 2.3554 -0.0586 -0.3941 -0.0813
H -0.5936 -2.3864 -2.4052 -0.0095 0.1429 -0.2570
H 1.1055 -2.6590 -2.0474 -0.1515 -0.0057 0.0787
H 0.7222 -1.2907 -2.9909 -0.4025 0.3364 0.0497
H 0.3936 -1.7604 -0.1167 0.0124 -0.1002 -0.0497
H -1.4786 -0.6432 0.0963 -0.1999 0.0149 0.0125
H -1.4537 -0.2362 -1.6210 -0.1980 0.0777 -0.0935
H 0.0293 1.6105 -1.2365 -0.6995 0.5072 -0.1841
H -1.3319 1.6278 0.0440 -0.2609 0.9442 -0.1177
H 1.4918 1.6990 0.3522 0.2999 -0.4310 0.0069
H 1.4068 0.2433 2.3337 0.2893 0.5604 -0.0605
```
Positions in Å, forces in eV/Å.

HOMO-LUMO gap, eV: 9.69
Structure (SMILES): CNCCNC=O
Electronic energy, eV: -9337.29465
Energy above the lowest of the compared OMol25 structures with the same formula, charge and spin, eV: 1.693

=====

C4H10N2O | ωB97M-V with the def2-TZVPD basis set

Structure (XYZ):
```
17
Properties=species:S:1:pos:R:3:forces:R:3
C -1.8244 -0.8935 0.2831 -0.0652 -0.1108 -0.0202
N -0.9540 0.1762 -0.1811 0.0655 0.0587 0.0002
C -1.4737 1.5026 0.0703 -0.1001 0.2035 -0.0163
C 0.4226 0.0586 0.0987 -0.0938 0.4455 -0.0918
O 0.8679 -1.0327 0.8261 0.1392 -0.1889 -0.1341
N 1.2315 -0.8513 -0.6295 0.0628 -0.4208 0.2292
C 2.6650 -0.5699 -0.6306 0.1143 -0.0863 0.0419
H -2.0785 -0.8021 1.3536 0.1004 0.0176 -0.1589
H -1.3506 -1.8639 0.1301 -0.0365 0.1628 -0.0365
H -2.7581 -0.8633 -0.2893 0.1597 -0.0072 0.0755
H -0.8658 2.2400 -0.4631 -0.1387 -0.0409 0.1073
H -2.4932 1.5666 -0.3186 0.1122 0.0263 0.0471
H -1.4938 1.7686 1.1419 -0.0450 -0.0420 -0.1209
H 0.8890 1.0210 0.3284 -0.0423 -0.0559 0.1213
H 2.9716 -0.0024 0.2574 -0.0485 -0.0137 -0.1560
H 3.1544 -1.5443 -0.6174 0.1627 0.1355 0.0303
H 2.9804 -0.0425 -1.5388 -0.3466 -0.0835 0.0819
```
Positions in Å, forces in eV/Å.

HOMO-LUMO gap, eV: 9.79
Structure (SMILES): CN(C)[C@H]1ON1C
Electronic energy, eV: -9334.96534
Energy above the lowest of the compared OMol25 structures with the same formula, charge and spin, eV: 4.022

=====

C4H10N2O | ωB97M-V with the def2-TZVPD basis set

Structure (XYZ):
```
17
Properties=species:S:1:pos:R:3:forces:R:3
H -1.7230 2.3916 0.1383 0.8316 0.0518 -0.0913
N -1.6979 1.4287 -0.1824 -0.8349 -0.7007 -0.3091
C -0.7916 0.6714 0.2597 -0.6180 -0.8995 1.6282
C -0.9286 -0.8662 0.1574 -0.9631 0.8570 -1.8512
C -2.1467 -1.4122 0.2205 0.1016 0.6778 -0.1746
C 0.2241 -1.6495 -0.3999 0.4162 0.5467 0.9278
H -0.0108 1.0436 0.9318 0.1264 -0.0848 -0.2141
H -3.0168 -0.8204 0.4540 -0.0149 0.2280 0.2170
H -2.3696 -2.4123 -0.1186 0.3345 -0.3259 0.2689
H 0.7489 -1.0538 -1.1469 -0.0411 -0.2227 -0.2184
H 0.9272 -1.7984 0.4224 0.3474 -0.3411 -0.0473
H -0.0724 -2.6286 -0.7687 0.0037 0.1014 -0.0750
N 2.0272 1.7675 -0.2580 -2.0025 0.6884 -0.4866
O 2.5748 0.6262 0.3759 0.4773 -0.1278 0.5640
H 2.4835 2.1654 -1.0821 0.7475 -1.6512 0.2756
H 1.8779 2.6095 0.3037 0.4104 -1.0210 0.9451
H 1.8938 -0.0626 0.6931 0.6778 2.2234 -1.3589
```
Positions in Å, forces in eV/Å.

HOMO-LUMO gap, eV: 10.30
Structure (SMILES): [H]/N=C/C(=C)C.NO
Electronic energy, eV: -9333.92484
Energy above the lowest of the compared OMol25 structures with the same formula, charge and spin, eV: 5.063

=====

C4H10N2O | ωB97M-V with the def2-TZVPD basis set

Structure (XYZ):
```
17
Properties=species:S:1:pos:R:3:forces:R:3
C -3.0460 0.5173 0.5897 1.3031 4.4179 -0.2309
N -2.0295 -0.1003 0.1424 -1.7308 -5.3911 -0.3251
O -2.2183 -1.4031 -0.1117 1.1810 1.9183 0.3283
N -0.8301 0.4089 -0.1823 1.3103 0.7067 -1.2469
C 0.3011 -0.5077 -0.3724 -0.9253 -1.3275 -1.0731
C 0.8453 -0.9693 0.9407 -2.3255 -1.7527 1.0341
C 1.3272 0.2708 -1.0775 0.6821 3.4860 -0.4938
H -3.9324 0.0178 0.7961 -1.0669 -0.9304 0.1929
H -2.9696 1.6331 0.5420 -0.2093 -1.1099 0.4677
H -0.3986 0.9603 0.5122 -0.8359 1.6529 1.2732
H -0.0596 -1.3052 -1.0451 0.2008 -0.0321 0.8240
H 1.3864 -1.8642 0.6951 0.8619 -0.2685 0.5986
H 1.3244 -0.2461 1.5628 1.1170 0.7186 -0.2318
H 0.0112 -1.2690 1.6333 0.4490 -0.2161 -0.8666
H 1.4338 1.2465 -0.5197 -0.1103 -0.5318 -0.5444
H 1.0966 0.5468 -2.0964 -0.6913 0.0852 -0.2724
H 2.3497 0.0021 -1.1771 0.7901 -1.4254 0.5663
```
Positions in Å, forces in eV/Å.

HOMO-LUMO gap, eV: 9.47
Structure (SMILES): C=[N+]([O-])NC(C)C
Electronic energy, eV: -9333.71621
Energy above the lowest of the compared OMol25 structures with the same formula, charge and spin, eV: 5.271

=====

C4H10N2O | ωB97M-V with the def2-TZVPD basis set

Structure (XYZ):
```
17
Properties=species:S:1:pos:R:3:forces:R:3
C 0.1750 1.6632 1.1498 -0.6890 -0.7325 -0.0467
C -0.0326 0.5738 0.0416 -1.4989 2.0744 1.8279
C -1.5274 0.4308 -0.4424 2.8038 -0.0117 0.4747
N 0.4893 -0.6637 0.6032 -0.1734 -0.4588 -0.2613
C 0.9534 -1.7359 -0.0990 -1.8985 5.2929 -3.5081
N 0.7755 -1.4511 -1.4740 2.2466 -5.4540 1.1292
O 1.5488 -2.6012 0.4180 1.4322 -3.3679 0.8508
H -0.1595 2.6896 1.0786 -0.5694 0.0152 -0.9602
H -0.2475 1.2963 2.0503 -0.9281 -0.4521 0.9495
H 1.1781 1.7642 1.4492 1.7623 -0.1088 -0.2133
H 0.4235 1.0338 -0.8198 1.2385 -0.7174 -0.4941
H -1.6231 -0.5576 -0.7219 -0.1495 -2.2772 -1.1073
H -1.7197 1.0270 -1.2877 -0.3538 1.0209 -0.8664
H -2.2609 0.4823 0.2754 -1.5196 0.9108 2.0202
H 0.9844 -0.8582 1.4417 -0.1416 1.6818 1.6995
H 0.7969 -2.4006 -1.9037 -0.3231 1.7757 -0.6870
H 0.2459 -0.6928 -1.7593 -1.2384 0.8087 -0.8075
```
Positions in Å, forces in eV/Å.

HOMO-LUMO gap, eV: 10.56
Structure (SMILES): CC(C)NC(N)=O
Electronic energy, eV: -9337.27249
Energy above the lowest of the compared OMol25 structures with the same formula, charge and spin, eV: 1.715

=====

C4H10N2O2 | ωB97M-V with the def2-TZVPD basis set

Structure (XYZ):
```
18
Properties=species:S:1:pos:R:3:forces:R:3
C 0.7383 2.8302 -1.7931 -1.3577 1.6952 -1.2539
C 0.9237 2.0059 -0.5750 2.2255 -0.9618 0.2837
N 1.9942 2.3636 0.2284 -0.0497 0.0696 0.1193
O 0.4099 0.9274 -0.3611 -0.6962 0.3443 -0.3198
H 0.8478 2.2742 -2.7301 0.1286 -0.5261 0.4895
H 1.4710 3.6612 -1.9001 -0.7131 -0.3727 0.4346
H -0.3247 3.2019 -1.8755 1.1238 -0.1008 0.3119
H 2.4014 1.6023 0.7425 -0.2578 0.0067 0.3348
H 2.5235 3.2205 0.2391 -0.3552 -0.0169 -0.4780
C -1.4650 -3.0971 1.7181 -2.5013 -0.9502 1.1078
C -1.6590 -2.0464 0.6735 2.6768 0.2095 -2.6252
N -0.4614 -1.7961 -0.0132 -1.6255 -0.1706 1.1096
O -2.6264 -1.4576 0.2317 -0.7823 -0.4289 1.6186
H -0.8084 -3.9177 1.4435 0.1786 0.2317 -0.3153
H -2.4559 -3.5417 1.9544 0.4436 0.0670 -0.4040
H -1.1829 -2.7458 2.6979 0.5382 0.6335 0.0977
H -0.6327 -1.0443 -0.6586 0.8997 -0.0348 -0.4292
H 0.3065 -2.4405 -0.0226 0.1240 0.3054 -0.0821
```
Positions in Å, forces in eV/Å.

HOMO-LUMO gap, eV: 9.94
Structure (SMILES): CC(N)=O.CC(N)=O
Electronic energy, eV: -11385.73220
Energy above the lowest of the compared OMol25 structures with the same formula, charge and spin, eV: 1.171

=====

C4H10N2O2 | ωB97M-V with the def2-TZVPD basis set

Structure (XYZ):
```
18
Properties=species:S:1:pos:R:3:forces:R:3
H -0.9137 -1.4253 1.4869 -0.0727 0.0265 -0.2195
N -0.1946 -0.7090 1.4615 0.3315 0.2289 -0.1975
C 0.2579 -0.4851 0.2971 1.0326 -0.8936 -0.0365
C 0.2149 -1.3056 -0.9581 -2.6970 0.1987 -1.0200
O -0.1121 -0.8839 -2.0660 0.7965 -0.8365 0.7369
N 1.4510 0.1552 0.0254 0.4731 0.3544 0.4737
C 2.4724 0.3254 1.0296 -0.2131 0.5394 0.4004
H 0.3690 -2.3784 -0.7865 0.5606 -0.1005 -0.1673
H 1.4899 0.7219 -0.8068 -0.0592 -0.0853 0.0109
H 2.2514 1.1720 1.6895 0.1482 -0.1107 0.0363
H 2.5132 -0.5788 1.6395 0.0236 0.0914 -0.0339
H 3.4321 0.4921 0.5431 -0.0184 -0.0372 0.0063
C -2.5042 0.8681 -0.3608 -0.1245 -0.1685 -0.1137
O -1.2055 1.0929 -0.8419 0.8390 -0.7904 -2.5399
H -2.8473 -0.1521 -0.5712 -0.0509 0.0301 0.0144
H -3.2186 1.5738 -0.7998 -0.0048 -0.0699 0.0902
H -2.4789 0.9973 0.7227 -0.0812 0.0461 -0.0165
H -0.9767 0.5195 -1.7042 -0.8831 1.5771 2.5755
```
Positions in Å, forces in eV/Å.

HOMO-LUMO gap, eV: 9.84
Structure (SMILES): [H]/N=C(\C=O)NC.CO
Electronic energy, eV: -11383.23194
Energy above the lowest of the compared OMol25 structures with the same formula, charge and spin, eV: 3.671

=====

C4H10N2O2 | ωB97M-V with the def2-TZVPD basis set

Structure (XYZ):
```
18
Properties=species:S:1:pos:R:3:forces:R:3
N -1.0817 2.0521 -0.3555 -1.5136 4.5426 0.0645
C 0.0532 1.4144 -0.9421 1.0168 -0.5556 -0.6408
C 0.3939 0.2319 -0.1178 0.0086 -1.1015 1.8760
O 0.8976 0.4586 1.1803 -1.2209 3.2864 -0.8461
C -0.6391 -0.8997 -0.0068 2.8425 -0.3840 1.1383
N -0.6276 -1.4252 1.3452 1.1726 1.4550 -0.6435
C 0.7714 -1.1083 -0.6371 -0.6510 -0.7354 -1.5187
O 1.6379 -1.9315 0.0962 0.4626 0.6724 -0.7708
H -1.4606 2.6599 -1.1797 0.4550 -1.0374 2.3794
H -0.8499 2.7964 0.4848 -0.3541 -2.5700 -2.9377
H -0.1618 1.0325 -1.9463 -0.7916 -0.2267 0.1429
H 0.8687 2.0749 -1.2360 0.6451 0.1240 0.8175
H 1.5580 -0.1703 1.2983 2.0943 -1.8358 0.5078
H -1.5392 -0.8941 -0.5095 -1.5519 0.0659 -1.3439
H -1.3229 -2.0520 1.5891 -1.7444 -1.0383 0.3058
H -0.5180 -0.6244 1.9692 -0.2700 -0.6781 0.1487
H 0.9010 -1.1565 -1.7527 -0.1838 -0.2976 1.2105
H 1.1191 -2.4587 0.7203 -0.4162 0.3143 0.1098
```
Positions in Å, forces in eV/Å.

HOMO-LUMO gap, eV: 9.68
Structure (SMILES): NC[C@@]1(O)[C@H](N)[C@@H]1O
Electronic energy, eV: -11382.96190
Energy above the lowest of the compared OMol25 structures with the same formula, charge and spin, eV: 3.941

=====

C4H10N2O2 | ωB97M-V with the def2-TZVPD basis set

Structure (XYZ):
```
18
Properties=species:S:1:pos:R:3:forces:R:3
N -0.5144 -0.7653 -1.9161 -3.4170 -0.7732 -1.2733
C 0.5080 -1.2671 -1.0208 1.7518 2.0072 0.4549
C 1.1867 -0.0142 -0.3275 -1.8895 1.2944 0.7510
C 0.0604 1.1432 -0.0445 0.7962 -1.8248 -2.5670
N -1.0852 0.6320 0.7139 -0.2546 -1.9945 1.5700
C -0.7767 0.0195 1.9741 -0.1714 4.6229 -2.5101
O -1.2481 -0.9304 2.4664 -0.6467 -2.0611 0.6260
O 0.1100 0.8403 2.5627 1.1968 2.5370 2.7679
H -1.3568 -1.3750 -2.1208 1.8418 0.7972 0.5503
H -0.3963 -0.1587 -2.7632 0.8507 -1.0859 1.5903
H 1.2951 -1.7651 -1.6106 -0.2308 -0.5221 0.7528
H 0.1885 -1.7935 -0.0833 -0.5197 -0.3102 -1.6738
H 1.5279 -0.1896 0.7311 0.2287 -0.3865 -1.2705
H 1.9667 0.4801 -0.9212 -0.0138 -0.3396 0.1487
H -0.3514 1.4860 -1.0506 0.6888 -0.0940 1.5732
H 0.6996 1.8742 0.4447 -0.9529 0.5186 0.2394
H -1.6999 -0.0650 0.2754 0.5692 0.8672 -0.7993
H -0.1142 1.8486 2.6903 0.1724 -3.2528 -0.9305
```
Positions in Å, forces in eV/Å.

HOMO-LUMO gap, eV: 9.62
Structure (SMILES): NCCCNC(=O)O
Electronic energy, eV: -11384.20755
Energy above the lowest of the compared OMol25 structures with the same formula, charge and spin, eV: 2.695

=====

C4H10N2O2 | ωB97M-V with the def2-TZVPD basis set

Structure (XYZ):
```
18
Properties=species:S:1:pos:R:3:forces:R:3
C 0.6306 1.7588 1.0526 1.9583 -0.6202 1.6183
C 0.2946 1.0066 2.2999 0.0115 -3.0978 -0.3974
C -0.3877 -2.3419 -1.6268 1.6665 1.3232 -1.0944
C -1.6351 -1.8828 -2.3402 -2.9775 -0.8098 -0.9366
H 1.8111 3.3932 0.6950 -4.1243 -0.8320 1.3748
H 1.4403 3.4617 2.4085 -3.2135 -2.0659 -3.8668
H -0.3687 0.0869 2.1016 1.3701 1.2303 0.2913
H -0.1903 1.6103 2.9736 -1.6156 1.5881 1.4009
H 1.2205 0.7562 2.9146 -0.8040 -0.1245 -1.3766
H 1.4064 -1.2494 -0.5605 -4.5174 -1.8228 -1.1729
H -0.1601 -0.4289 -0.8120 1.1166 -3.2298 0.2193
H -1.4708 -2.5191 -3.3198 -0.9441 1.9644 1.5795
H -2.1026 -0.8251 -2.4277 1.9143 -1.2940 -0.1154
H -2.5485 -2.3363 -1.8395 1.1379 -0.1540 -0.4279
N 0.8212 3.1107 1.3066 7.1266 3.7680 1.3019
N 0.2496 -1.4640 -0.7707 2.0096 4.4844 0.8615
O 0.9314 1.2471 -0.0011 -0.6794 0.2682 -0.3260
O 0.0581 -3.3837 -2.0542 0.5644 -0.5758 1.0664
```
Positions in Å, forces in eV/Å.

HOMO-LUMO gap, eV: 9.23
Electronic energy, eV: -11382.47423
Energy above the lowest of the compared OMol25 structures with the same formula, charge and spin, eV: 4.429

=====

C4H10N2O2 | ωB97M-V with the def2-TZVPD basis set

Structure (XYZ):
```
18
Properties=species:S:1:pos:R:3:forces:R:3
C 1.7430 -0.9820 2.2719 -0.0570 -0.1479 1.0323
C 1.4475 -0.2204 1.0091 0.1903 0.0628 -1.0841
N 2.3047 -0.3979 -0.0714 -0.8812 -0.1664 1.5771
O 0.5711 0.6093 0.9125 -0.5049 -0.0778 0.6738
H 2.5860 -0.4136 2.6774 -0.1368 -0.1569 0.5153
H 2.0488 -2.0334 2.2616 0.1868 0.1971 -0.8627
H 0.8911 -1.0044 2.9760 0.3995 0.6710 -0.4504
H 1.7867 -0.1530 -0.9105 0.7399 -0.2592 -0.3181
H 2.9093 -1.1938 0.0548 -0.0236 -0.0646 -0.9557
C -1.8008 -1.0892 -1.1189 -1.8362 -0.7030 -0.2714
C -1.5689 0.3844 -1.1822 2.4091 1.0324 1.3094
N -2.1481 1.2813 -0.3006 -0.3214 -0.2691 -0.2387
O -0.6105 0.8351 -1.7964 -0.4633 -0.5459 -1.0057
H -1.5543 -1.6183 -2.0243 0.6791 0.3539 -0.5461
H -2.8811 -1.3238 -1.0706 0.3817 0.0793 0.8010
H -1.2121 -1.5580 -0.3190 -0.4120 0.3948 0.0585
H -1.4781 2.0282 -0.1706 -0.2422 0.1005 -0.0084
H -2.6089 1.0284 0.5584 -0.1078 -0.5011 -0.2260
```
Positions in Å, forces in eV/Å.

HOMO-LUMO gap, eV: 10.14
Structure (SMILES): CC(N)=O.CC(N)=O
Electronic energy, eV: -11385.84842
Energy above the lowest of the compared OMol25 structures with the same formula, charge and spin, eV: 1.054

=====

The highest energy above the lowest of the compared OMol25 structures with the same formula, charge and spin belongs to which entry?
number 5

=====

Look up the HOMO-LUMO gap of the fifth one.
9.47 eV

=====

What is the HOMO-LUMO gap in the fifth record?
9.47 eV